(1)
8
Properties=species:S:1:pos:R:3:forces:R:3:mulliken_charge:R:1 method="wB97M-V/def2-TZVPD" spin_multiplicity=1 total_charge=0 de_lowest_kcal_mol=103.8 gap_ev="7.930 / 7.602" total_energy_ha=-1020.2269
S 1.1238 1.1848 -1.1106 0.82 1.62 1.23 -0.16
S -1.8842 -1.1971 -0.0516 -0.52 -1.16 0.75 -0.25
O -0.8366 -0.4274 -1.6247 0.35 -0.36 -1.35 -0.17
N 1.3271 0.3228 1.5300 0.89 1.31 -2.51 -0.36
N 0.3418 -0.5899 -1.6659 -0.82 -1.16 -0.64 0.03
C 1.1240 0.7268 0.4162 0.99 -0.18 0.37 0.50
H 0.6620 -0.0515 2.1190 -1.55 -1.03 1.71 0.33
H -1.8579 0.0315 0.3876 -0.16 0.94 0.42 0.08

***

(2)
34
Properties=species:S:1:pos:R:3:forces:R:3:mulliken_charge:R:1 method="wB97M-V/def2-TZVPD" spin_multiplicity=1 total_charge=-2 de_lowest_kcal_mol=52.2 gap_ev=6.752 total_energy_ha=-784.4131
O 3.5134 -2.4977 -2.8334 1.24 -1.37 1.43 -0.81
O 0.4676 1.0822 3.6011 -5.42 1.35 4.22 -0.71
O -2.1543 0.9113 3.2104 -0.75 0.65 1.66 -0.82
O -3.0439 -2.0074 1.9157 0.22 0.41 0.75 -0.69
O -2.6836 2.8164 1.7976 0.46 0.95 -1.00 -0.99
O -1.4940 2.6492 -0.6029 -0.39 -0.46 2.53 -0.57
O 2.6511 -3.9616 -0.9080 -0.61 -0.29 0.40 -0.86
N -1.0846 0.0008 0.1682 -1.78 -1.10 1.95 -0.54
C -0.2160 2.0375 -0.6172 0.07 1.03 -0.13 -0.61
C 1.4461 -1.2838 -1.9726 -0.21 -1.92 -1.02 0.18
C 2.6528 -1.4898 -3.0854 -0.43 -1.03 -0.78 -0.26
C -0.2889 0.5711 -0.9022 -0.34 -0.25 -2.07 0.27
C 1.2289 0.0879 -1.2205 -2.14 -1.51 -2.47 -0.77
H -2.0627 3.5030 1.4350 -0.87 -0.72 1.53 0.25
H -3.0249 -1.5774 2.7773 -0.90 -0.29 0.77 0.32
H 0.3380 2.2259 0.3764 -0.46 -0.23 -1.37 0.13
H -0.5057 1.1834 3.2088 1.52 -0.49 1.40 0.46
H 2.2859 -1.8507 -4.1633 -0.66 1.67 1.48 0.11
H 1.7070 0.7468 -1.9861 -0.45 0.42 1.22 0.24
H -0.8736 0.2925 1.1788 -0.01 -0.20 -2.17 0.12
H -1.8961 2.4770 0.3815 0.25 0.16 -2.48 0.33
H 0.5675 -1.5963 -2.5813 -0.05 0.79 0.45 0.40
H -2.3367 -1.4231 1.6390 0.71 -0.04 -1.60 0.37
H 0.9525 0.9610 2.8905 4.03 -0.98 -5.34 0.29
H -2.5095 1.8827 2.6611 0.97 -0.29 -0.18 0.43
H 0.3028 2.4426 -1.4793 0.52 0.74 0.13 0.47
H 3.2584 -0.5786 -3.2083 -0.47 0.75 -0.08 0.22
H 1.7051 -3.6829 -0.6391 2.80 -0.48 -1.29 0.21
H -0.9584 0.4156 -1.8806 1.53 0.38 1.88 0.12
H 3.2398 -3.4631 -1.7662 -2.45 0.88 0.76 0.42
H 1.5822 -2.2229 -1.3632 -0.03 1.81 -0.17 -0.63
H -2.1213 0.2430 0.0424 2.24 -0.30 0.12 0.35
H -2.3016 1.0273 4.1978 0.29 -0.19 -1.95 0.22
H 1.6566 0.0781 -0.2722 1.55 0.14 1.45 0.35

***

(3)
16
Properties=species:S:1:pos:R:3:forces:R:3:mulliken_charge:R:1 method="wB97M-V/def2-TZVPD" spin_multiplicity=1 total_charge=0 de_lowest_kcal_mol=31.7 gap_ev=9.921 smiles=CC[C@H](S)CO total_energy_ha=-631.7742
S 1.1278 -1.5780 -1.6831 1.31 0.46 0.72 -0.19
O -1.2483 -1.7106 0.5447 -2.25 -0.39 -1.72 -0.52
C -0.0730 1.8332 0.4100 0.59 1.43 -1.63 -1.06
C 0.0334 0.7759 -0.7536 -0.99 -0.24 0.43 -0.20
C 0.6992 -0.4923 -0.2520 1.05 -0.22 0.06 -0.10
C -0.0684 -1.1355 0.8856 1.45 0.92 2.06 -0.72
H -0.4415 1.4190 1.3395 -0.11 0.07 -0.02 0.30
H -0.2800 -0.5242 1.7777 -0.03 1.56 -0.74 0.24
H -0.0170 -2.1115 -1.9281 -1.56 -0.58 -0.17 0.11
H -0.7170 2.6496 0.0457 -0.35 -0.43 0.36 0.33
H 0.8559 2.4556 0.6084 -0.52 -1.39 -0.22 0.29
H 0.5874 -1.7077 1.5296 0.23 -1.86 -0.95 0.40
H 1.7226 -0.3557 0.1375 -0.33 0.58 -0.09 0.26
H 0.6272 1.1533 -1.6485 -1.33 -0.34 1.02 0.30
H -1.0697 0.3522 -1.0280 2.36 1.67 -0.01 0.19
H -1.7386 -1.0234 0.0146 0.48 -1.24 0.91 0.36

***

(4)
73
Properties=species:S:1:pos:R:3:forces:R:3:mulliken_spin:R:1 method="wB97M-V/def2-TZVPD" spin_multiplicity=2 total_charge=+1 s2=0.754 de_lowest_kcal_mol=39.5 gap_ev="6.730 / 7.534" total_energy_ha=-1924.1948
Zr 0.4048 0.2259 -0.3357 0.11 0.70 0.48 0.53
Si -1.4937 -1.6190 -1.2039 0.21 -0.11 -0.46 0.00
N 2.1939 3.7566 3.6097 0.02 -0.06 -0.07 0.00
N 1.0708 2.3430 -0.5924 0.05 0.12 0.20 0.00
N 1.2458 3.0024 0.5961 -0.07 0.04 -0.20 0.01
N 0.9853 3.6496 2.9910 0.21 0.03 0.12 0.00
N 1.7563 0.2832 1.4690 -0.43 0.29 0.05 0.00
N -1.2068 1.4047 0.9263 -0.08 0.03 0.14 0.01
N 1.5235 1.2450 2.4108 -0.02 -0.14 -0.04 0.03
N -0.7652 2.1976 1.9429 0.24 -0.17 -0.25 0.03
C 0.2931 4.8131 3.1110 -0.16 0.23 0.07 0.00
C -3.0732 -2.1142 1.1470 0.03 0.02 -0.02 0.05
C -2.4702 -4.1989 -4.2878 -0.04 0.06 -0.04 0.00
C -1.7505 -5.3383 -3.9713 0.03 -0.11 -0.02 0.00
C 1.6106 3.1137 -1.5430 -0.01 -0.05 -0.07 0.01
C 2.1374 4.2706 -0.9939 0.00 -0.06 -0.08 0.00
C -1.6309 -3.1078 -2.3015 0.07 -0.16 0.10 0.01
C 2.2227 4.9643 4.1330 0.05 0.00 0.09 0.00
C 1.1928 -0.8531 -3.1219 0.01 0.05 0.27 -0.03
C -3.2491 -2.2203 2.5170 -0.12 -0.01 -0.07 0.00
C 2.6080 -0.4056 3.4209 -0.15 0.22 -0.04 0.00
C -0.7167 -2.0285 1.4906 0.60 0.07 -0.41 -0.06
C -2.5017 1.1876 1.1588 -0.08 -0.13 -0.05 0.00
C 1.0435 5.6834 3.8566 -0.04 -0.11 -0.13 0.00
C -0.8706 -2.1126 2.8661 -0.30 0.01 0.10 -0.02
C -1.7879 -2.0104 0.6024 -0.16 0.03 0.13 0.05
C -2.4137 -3.0898 -3.4547 -0.02 0.02 0.04 -0.01
C 0.2096 0.2705 -3.4753 0.09 0.06 -0.12 0.02
C 1.8882 4.1531 0.3581 0.06 0.08 0.10 0.01
C 1.0375 -1.9959 -4.1235 0.00 -0.04 0.01 0.00
C 2.4167 -0.6976 2.0804 0.24 -0.37 0.03 0.03
C -0.9269 -4.2750 -1.9871 0.01 0.02 0.00 0.00
C 2.0136 0.8381 3.5866 0.19 -0.01 0.01 0.01
C 0.9808 -1.2683 -1.6557 -0.74 -0.82 -0.12 0.22
C -2.9063 1.7989 2.3378 0.08 0.05 -0.06 0.00
C -1.7640 2.4182 2.8057 -0.04 0.09 0.18 0.00
C -0.9820 -5.3831 -2.8142 -0.04 0.01 -0.03 0.00
C -2.1580 -2.2063 3.3762 0.25 0.02 0.10 0.01
C 2.6350 -0.3321 -3.2094 0.03 0.13 -0.10 -0.01
B 0.7487 2.5368 2.0150 -0.17 -0.18 0.06 0.00
H -2.5939 -0.7071 -1.6383 0.06 0.09 -0.02 0.04
H 0.0449 -2.4347 -4.0884 -0.05 -0.02 -0.02 -0.01
H 2.7922 0.5436 -2.5738 -0.02 0.02 -0.01 -0.01
H 1.5917 2.7918 -2.5715 0.02 0.03 -0.02 0.00
H -4.2477 -2.3124 2.9238 -0.01 0.00 0.00 0.00
H 1.9591 1.4738 4.4518 0.01 0.03 -0.01 0.00
H 1.2148 -1.6375 -5.1398 0.02 0.03 -0.01 0.00
H -3.0774 -4.1779 -5.1831 -0.01 0.03 0.00 0.00
H 0.1596 1.0811 -2.7233 0.04 -0.02 0.03 -0.01
H -0.0135 -2.1141 3.5259 0.03 0.00 -0.03 0.00
H 1.1880 -2.3354 -1.5130 0.03 0.06 0.01 0.02
H -0.6723 4.9495 2.6529 -0.01 -0.02 -0.02 0.00
H 0.2922 -2.0321 1.0672 0.06 -0.07 0.15 0.02
H 3.0847 5.2801 4.6974 0.02 0.00 0.02 0.00
H -0.4347 -6.2814 -2.5614 0.01 0.00 0.01 0.00
H -0.8061 -0.1061 -3.6046 0.01 -0.04 -0.02 0.00
H 1.7631 -2.7836 -3.9140 0.01 0.00 0.01 0.00
H 3.1277 -0.9929 4.1545 0.00 0.00 0.06 0.00
H -0.3294 -4.3227 -1.0816 0.00 0.00 0.00 0.00
H 2.8672 -0.0613 -4.2428 0.04 0.01 0.03 0.00
H -1.7974 -6.2007 -4.6230 0.01 -0.01 0.00 0.00
H -3.0836 0.5950 0.4728 0.02 -0.01 -0.03 0.00
H 2.7263 -1.5706 1.5258 0.00 0.03 -0.03 -0.01
H 2.6296 5.0800 -1.5001 0.02 0.02 -0.02 0.00
H -3.9398 -2.1131 0.4964 -0.02 0.01 -0.01 0.00
H 2.1412 4.8269 1.1597 -0.03 -0.02 0.04 0.00
H -1.6060 2.9928 3.7024 0.02 0.03 0.00 0.00
H 0.7874 6.6820 4.1604 -0.03 0.03 -0.01 0.00
H -2.3080 -2.2795 4.4451 -0.03 0.00 0.01 0.00
H 3.3472 -1.0923 -2.8899 -0.01 -0.05 0.00 0.02
H -2.9843 -2.2027 -3.7049 -0.02 0.01 -0.03 0.00
H -3.8849 1.7949 2.7806 -0.02 0.02 0.04 0.00
H 0.5109 0.7676 -4.4009 -0.07 0.03 0.01 0.00